(1)
Molecular formula: C4H26NO9
Method: DFT, ωB97M-V with the def2-TZVPD basis set

Geometry as ORCA input:
```
! RIJCOSX wB97M-V def2-TZVPD def2/J DEFGRID3
* xyz -1 1
C -0.70 1.67 -0.51
N -1.47 0.94 0.55
C -0.68 0.35 1.54
O 0.13 -0.52 0.92
C -1.29 1.12 -1.91
C -0.72 1.93 -2.95
H 0.39 1.42 -0.33
H -0.64 2.79 -0.22
H -2.15 0.29 0.13
H -1.37 -0.24 2.31
H -0.27 1.20 2.13
H -1.22 -0.04 -2.13
H -2.44 1.17 -1.90
H 0.28 2.06 -2.59
H -1.12 2.91 -3.14
H -0.73 1.50 -3.94
H 1.06 -0.34 -0.30
H 1.88 -1.44 -1.00
O 1.41 -0.61 -1.21
H 0.55 -1.48 2.11
H -0.61 -2.55 2.24
O 0.12 -2.18 2.78
H 0.06 2.78 1.43
H -0.90 3.90 1.39
O -0.14 3.67 1.81
H 0.20 -2.25 -2.22
H -1.02 -1.24 -2.59
O -0.65 -2.20 -2.89
H -3.24 -2.00 -0.72
H -2.31 -2.02 0.43
O -2.97 -2.43 0.10
H 1.89 -0.14 1.47
H 3.20 -0.54 1.96
O 2.80 0.15 1.58
H -0.41 -3.18 -0.24
H 0.60 -2.57 0.72
O 0.22 -3.43 0.42
H 3.51 1.98 0.23
H 2.49 1.92 -0.79
O 3.22 2.44 -0.41
*
```

Results
- orbital gap (eV) = 8.419
- HOMO energy (eV) = -5.5
- LUMO energy (eV) = 2.94

***

(2)
Molecular formula: C4H26O9
Method: DFT, ωB97M-V with the def2-TZVPD basis set

Geometry as ORCA input:
```
! RIJCOSX wB97M-V def2-TZVPD def2/J DEFGRID3
* xyz 0 1
O 9.48 -7.09 20.14
H 9.16 -6.92 19.25
H 9.04 -6.43 20.68
O 11.86 -7.62 21.48
H 12.40 -7.37 20.74
H 10.96 -7.61 21.13
O 8.28 -6.76 17.78
H 8.36 -7.53 17.22
H 7.37 -6.48 17.68
O 7.82 -5.25 21.49
H 7.31 -5.10 22.29
H 7.48 -4.60 20.87
O 9.53 -4.53 16.32
H 9.90 -5.00 15.57
H 9.23 -5.23 16.91
C 8.75 -10.33 19.44
O 8.17 -11.33 18.63
H 8.89 -9.42 18.86
H 8.11 -10.26 20.31
H 9.78 -10.57 19.71
H 7.42 -11.79 19.02
C 10.08 -3.20 19.62
O 10.81 -3.21 18.39
H 10.72 -2.86 20.43
H 9.16 -2.62 19.60
H 9.88 -4.23 19.91
H 10.23 -3.55 17.71
C 9.89 -6.64 24.45
O 10.91 -7.61 24.47
H 9.62 -6.23 23.48
H 8.91 -7.06 24.68
H 9.95 -5.77 25.10
H 11.30 -7.75 23.61
C 11.73 -4.64 22.28
O 12.02 -3.29 22.56
H 12.15 -4.93 21.31
H 12.02 -5.26 23.12
H 10.66 -4.75 22.11
H 12.95 -3.17 22.76
*
```

Results
- orbital gap (eV) = 9.498
- HOMO energy (eV) = -9.8
- SMILES string = CO.CO.CO.CO.O.O.O.O.O
- LUMO energy (eV) = -0.29

***

(3)
Molecular formula: C4H27B4NOZn
Method: DFT, ωB97M-V with the def2-TZVPD basis set

Geometry as ORCA input:
```
! RIJCOSX wB97M-V def2-TZVPD def2/J DEFGRID3
* xyz -2 1
Zn -0.45 -1.49 2.85
B -2.48 0.61 2.96
H -3.23 1.38 3.02
H -1.54 0.90 3.40
H -2.81 -0.25 3.52
H -2.34 0.24 1.95
B -0.28 -2.96 5.39
H 0.30 -3.30 4.54
H -1.32 -3.06 5.10
H 0.00 -3.62 6.19
H -0.11 -1.91 5.57
B -1.51 -3.63 1.07
H -1.38 -2.82 0.36
H -2.18 -3.25 1.82
H -2.08 -4.35 0.50
H -0.62 -4.07 1.49
B 2.07 -0.48 1.93
H 2.02 -0.52 3.01
H 1.29 0.13 1.50
H 2.91 0.09 1.57
H 2.04 -1.46 1.48
C -0.71 3.25 -2.45
C -0.22 1.99 -3.09
C 1.31 2.12 -3.58
O 1.53 0.97 -4.45
C 2.53 1.22 -5.47
N -0.23 0.90 -2.10
H -1.78 3.19 -2.30
H -0.37 4.11 -3.04
H -0.40 3.40 -1.42
H -0.83 1.80 -3.98
H 2.07 2.22 -2.81
H 1.38 2.96 -4.28
H 2.14 1.93 -6.21
H 2.56 0.31 -6.06
H 3.48 1.50 -5.02
H -1.13 0.83 -1.64
H 0.39 1.12 -1.33
*
```

Results
- orbital gap (eV) = 7.646
- HOMO energy (eV) = -3.5
- LUMO energy (eV) = 4.11

***

(4)
Molecular formula: C4H27N3O7
Method: DFT, ωB97M-V with the def2-TZVPD basis set

Geometry as ORCA input:
```
! RIJCOSX wB97M-V def2-TZVPD def2/J DEFGRID3
* xyz 0 1
C 0.68 -0.50 -2.66
N -0.50 -0.51 -1.63
C -0.29 -0.25 -0.20
C -0.55 1.21 0.26
N -1.98 1.40 0.63
C 0.72 0.64 -3.73
N 0.26 1.94 -3.29
H 0.69 -1.50 -3.10
H 1.67 -0.43 -2.20
H -1.33 -0.16 -1.98
H 0.81 -0.41 0.28
H -1.13 -0.76 0.39
H 0.12 1.39 1.17
H -0.20 2.14 -0.30
H -2.55 1.95 -0.09
H -2.43 0.44 0.70
H 0.32 0.44 -4.72
H 1.73 0.79 -4.07
H 0.97 2.36 -2.51
H -0.77 1.93 -3.05
H 3.24 2.51 0.23
H 2.21 3.77 0.52
O 2.46 2.98 -0.07
H -1.00 -2.54 2.85
H 0.12 -3.14 2.22
O -0.33 -2.36 2.17
H 1.00 1.27 3.84
H 1.22 1.75 2.23
O 1.15 1.07 2.93
H -3.61 -0.21 1.89
H -2.36 -0.32 2.60
O -3.29 -0.55 2.80
H 2.40 -2.67 -0.09
H 1.18 -3.20 -0.61
O 1.88 -3.47 -0.06
H -2.98 -0.93 -1.24
H -2.95 -2.23 -0.65
O -3.06 -1.27 -0.45
H 2.35 -0.39 3.60
H 1.61 -1.22 2.56
O 2.57 -0.98 2.82
*
```

Results
- orbital gap (eV) = 8.550
- HOMO energy (eV) = -8.4
- SMILES string = NCCNCCN.O.O.O.O.O.O.O
- LUMO energy (eV) = 0.19

***

(5)
Molecular formula: C4H27NO8
Method: DFT, ωB97M-V with the def2-TZVPD basis set

Geometry as ORCA input:
```
! RIJCOSX wB97M-V def2-TZVPD def2/J DEFGRID3
* xyz 0 1
C 1.61 2.98 0.52
N 1.00 1.76 0.03
C -0.12 -0.45 0.69
C 0.92 0.65 0.98
C 0.76 1.05 2.46
H 2.29 3.44 -0.20
H 2.17 2.90 1.44
H 0.84 3.75 0.68
H 0.14 1.87 -0.49
H -1.16 -0.05 0.79
H 0.04 -1.21 1.44
H -0.25 -0.85 -0.31
H 1.83 0.05 0.90
H -0.16 1.64 2.47
H 1.55 1.65 2.91
H 0.69 0.21 3.15
H 1.77 -2.70 -1.66
H 0.22 -2.54 -1.81
O 0.92 -2.96 -1.30
H 2.92 -0.66 -3.18
H 1.75 -1.35 -3.91
O 2.29 -0.56 -3.90
H -2.11 -3.22 1.25
H -0.96 -3.11 0.24
O -1.61 -3.72 0.60
H 2.45 -2.20 0.24
H 3.41 -0.95 0.04
O 3.28 -1.88 -0.13
H -4.12 -1.35 1.51
H -2.54 -1.05 1.36
O -3.31 -1.04 1.92
H -1.75 1.69 1.42
H -3.25 1.47 1.65
O -2.59 1.58 0.96
H -2.97 1.51 -2.37
H -2.50 1.24 -1.05
O -3.05 0.80 -1.72
H -0.80 0.31 -2.89
H 0.65 0.70 -2.56
O -0.23 0.59 -2.17
*
```

Results
- orbital gap (eV) = 8.907
- HOMO energy (eV) = -8.7
- SMILES string = CNC(C)C.O.O.O.O.O.O.O.O
- LUMO energy (eV) = 0.17

***

(6)
Molecular formula: C4H28BO22
Method: DFT, ωB97M-V with the def2-TZVPD basis set

Geometry as ORCA input:
```
! RIJCOSX wB97M-V def2-TZVPD def2/J DEFGRID3
* xyz -1 1
O 0.78 0.28 -4.11
C 0.51 0.19 -2.91
O -0.51 0.67 -2.37
B -0.67 0.12 -1.03
O 0.41 -0.92 -0.97
C 0.96 -0.87 -2.07
O 1.98 -1.47 -2.36
O -2.10 -0.29 -0.78
C -2.52 0.43 0.15
O -3.47 0.15 0.82
C -1.54 1.43 0.52
O -0.46 1.19 -0.04
O -1.75 2.47 1.12
O 2.57 1.26 -0.81
H 3.53 1.06 -0.72
H 2.22 1.65 0.04
O 2.60 -1.71 -5.06
H 1.82 -1.21 -5.11
H 2.71 -1.92 -4.13
O 3.41 1.40 -4.45
H 2.54 0.99 -4.20
H 4.09 0.96 -3.91
O 0.00 4.34 -0.04
H 0.31 4.86 0.67
H -0.88 4.09 0.24
O -0.67 -3.37 0.62
H -1.25 -3.16 -0.09
H 0.00 -3.85 0.13
O -0.80 -1.10 1.88
H -1.39 -1.32 2.56
H -0.83 -1.91 1.32
O 2.28 -0.98 0.98
H 1.31 -1.18 0.92
H 2.36 -0.36 0.28
O 3.86 -3.02 -0.77
H 3.25 -2.31 -0.94
H 4.23 -2.80 0.09
O -2.57 -3.37 -1.25
H -3.01 -2.74 -0.67
H -2.80 -4.25 -0.92
O -0.81 4.21 3.24
H -1.15 4.51 4.07
H -1.26 3.45 2.90
O 0.09 1.16 3.44
H 0.49 1.70 2.76
H -0.46 0.54 2.96
O -3.65 0.04 3.56
H -3.71 0.30 2.64
H -4.05 -0.83 3.58
O 1.64 2.52 1.41
H 1.02 3.05 0.92
H 2.40 3.11 1.48
O -3.90 -2.60 1.23
H -3.65 -1.69 1.20
H -3.48 -2.92 2.00
*
```

Results
- orbital gap (eV) = 9.744
- HOMO energy (eV) = -7.6
- LUMO energy (eV) = 2.11

***

(7)
Molecular formula: C4H28N2O10
Method: DFT, ωB97M-V with the def2-TZVPD basis set

Geometry as ORCA input:
```
! RIJCOSX wB97M-V def2-TZVPD def2/J DEFGRID3
* xyz 0 1
C -1.03 0.07 -1.32
N 0.19 0.84 -1.39
C 0.46 1.60 -2.57
O 0.75 0.74 -3.68
C -1.29 -0.52 0.09
C -0.27 -1.69 0.23
O -0.05 -1.84 1.67
N -2.71 -0.92 0.21
H -1.85 0.75 -1.60
H -1.26 -0.74 -2.01
H 1.00 0.27 -1.14
H 1.37 2.19 -2.35
H -0.29 2.32 -2.91
H 1.70 0.54 -3.74
H -1.19 0.31 0.85
H 0.77 -1.53 -0.13
H -0.82 -2.57 -0.02
H 0.37 -1.03 2.00
H -3.14 -1.21 -0.68
H -2.69 -1.77 0.79
H 1.55 1.62 1.91
H 1.40 0.80 3.05
O 1.76 0.71 2.16
H 1.94 -2.55 -1.32
H 3.11 -3.20 -2.02
O 2.85 -2.38 -1.56
H -0.72 2.41 1.64
H 0.21 2.25 0.39
O 0.04 2.80 1.18
H 2.68 0.36 0.71
H 3.57 -0.25 -0.28
O 3.12 0.59 -0.13
H 2.36 3.48 0.13
H 1.49 4.41 0.89
O 2.34 4.39 0.44
H -1.88 -3.77 -1.75
H -0.57 -3.63 -2.64
O -1.14 -3.17 -1.97
H -2.98 1.15 1.78
H -2.23 0.78 3.01
O -2.25 1.47 2.32
H -1.56 -1.07 3.01
H -2.72 -1.94 3.26
O -2.40 -1.05 3.48
*
```

Results
- orbital gap (eV) = 9.120
- HOMO energy (eV) = -9.3
- SMILES string = N[C@@H](CO)CNCO.O.O.O.O.O.O.O.O
- LUMO energy (eV) = -0.18

***

(8)
Molecular formula: C4H28NO10S
Method: DFT, ωB97M-V with the def2-TZVPD basis set

Geometry as ORCA input:
```
! RIJCOSX wB97M-V def2-TZVPD def2/J DEFGRID3
* xyz -1 1
C -2.28 2.03 -0.12
N -2.13 0.64 -0.54
C -1.19 -0.15 0.27
C -1.38 -1.62 -0.10
S 0.07 -2.69 0.31
C 0.24 0.35 0.12
O 1.04 -0.09 1.24
H -3.07 2.47 -0.72
H -2.52 2.05 0.95
H -1.39 2.66 -0.27
H -1.83 0.59 -1.51
H -1.49 -0.04 1.32
H -1.54 -1.72 -1.18
H -2.29 -2.00 0.37
H 0.85 -1.08 1.34
H 0.71 0.00 -0.79
H 0.26 1.44 0.16
H 3.50 -1.39 -1.49
H 2.51 -1.50 -2.66
O 3.39 -1.13 -2.44
H 2.62 1.63 -1.19
H 2.83 0.64 -2.37
O 2.39 1.50 -2.13
H 2.49 0.82 0.91
H 3.86 0.58 0.34
O 3.24 1.30 0.49
H 2.99 -2.77 0.24
H 2.51 -1.38 0.59
O 3.29 -1.86 0.29
H 0.58 -2.90 -3.11
H 0.66 -2.34 -1.70
O 0.86 -2.11 -2.66
H -4.09 0.36 2.29
H -4.16 0.13 0.75
O -4.71 0.25 1.55
H -1.83 0.80 3.47
H -3.05 1.06 4.38
O -2.82 0.67 3.53
H 0.14 2.06 3.34
H 0.36 0.67 2.66
O -0.09 1.14 3.41
H 0.09 -0.49 -3.13
H 0.59 0.97 -2.98
O -0.20 0.45 -3.24
*
```

Results
- orbital gap (eV) = 7.657
- HOMO energy (eV) = -4.9
- LUMO energy (eV) = 2.72

***

(9)
Molecular formula: C4H28O12
Method: DFT, ωB97M-V with the def2-TZVPD basis set

Geometry as ORCA input:
```
! RIJCOSX wB97M-V def2-TZVPD def2/J DEFGRID3
* xyz 1 2
C -0.78 3.33 1.80
C -0.27 2.14 2.61
O 0.99 1.62 2.13
O 0.27 4.19 1.56
H -1.56 3.89 2.33
H -1.20 3.07 0.83
H -1.04 1.37 2.64
H -0.03 2.38 3.65
H 1.63 2.28 2.42
H 0.64 3.88 0.73
C 3.21 -3.18 1.60
C 1.66 -2.66 1.49
O 0.71 -3.54 0.85
O 3.07 -4.55 1.93
H 3.88 -2.68 2.30
H 3.69 -3.02 0.64
H 1.64 -1.74 0.90
H 1.27 -2.49 2.49
H 0.46 -3.23 -0.03
H 2.99 -4.71 2.87
O -3.15 0.13 -0.43
H -2.71 -0.66 -0.11
H -3.72 0.39 0.29
O -0.69 -2.43 -1.31
H -0.53 -1.50 -1.47
H -1.54 -2.60 -1.70
O -2.17 -1.10 2.02
H -1.23 -0.96 1.97
H -2.26 -2.05 2.12
O 0.60 -0.64 -3.55
H 1.52 -0.87 -3.54
H 0.14 -1.44 -3.31
O 0.00 0.07 -0.74
H 0.06 0.63 0.04
H -0.67 0.49 -1.28
O 1.16 3.01 -1.32
H 2.07 2.91 -1.60
H 0.65 2.63 -2.03
O 0.04 2.16 -3.74
H -0.89 1.95 -3.75
H 0.48 1.31 -3.81
O -2.47 0.63 -3.01
H -3.30 0.90 -3.40
H -2.61 0.70 -2.07
*
```

Results
- orbital gap (alpha / beta) (eV) = 9.128 / 2.972
- HOMO energy (alpha / beta) (eV) = -12.3 / -12.3
- ⟨S²⟩ = 0.7565
- LUMO energy (alpha / beta) (eV) = -3.17 / -9.32

***

(10)
Molecular formula: C4H29N2O11
Method: DFT, ωB97M-V with the def2-TZVPD basis set

Geometry as ORCA input:
```
! RIJCOSX wB97M-V def2-TZVPD def2/J DEFGRID3
* xyz -1 1
C -0.75 0.61 -0.60
N 0.38 0.08 -1.39
C -1.10 -0.27 0.61
C -1.65 -1.57 0.13
O -0.68 -2.46 -0.44
N -1.98 0.22 1.65
C -2.77 1.45 1.59
O -2.22 2.42 2.44
H -1.55 0.67 -1.36
H -0.53 1.66 -0.34
H 1.17 -0.25 -0.84
H 0.66 0.87 -1.97
H -0.03 -0.33 0.92
H -1.98 -2.24 0.93
H -2.51 -1.52 -0.56
H -0.33 -2.18 -1.29
H -1.57 0.01 2.55
H -2.77 1.70 0.53
H -3.76 1.18 2.02
H -0.89 -0.59 -4.21
H -0.04 -1.26 -3.09
O -0.58 -1.43 -3.88
H 1.61 1.80 -2.78
H 0.49 2.63 -2.68
O 0.70 1.82 -3.18
H 2.59 0.05 0.87
H 2.95 -1.44 0.24
O 3.01 -0.46 0.11
H -1.31 2.58 2.12
H 1.61 3.61 1.48
O 1.22 2.94 0.92
H 0.90 -0.61 2.45
H -0.39 -1.39 3.11
O 0.57 -1.31 3.08
H 2.89 1.03 -0.92
H 2.15 2.33 -0.52
O 2.66 1.92 -1.26
H 1.38 1.96 1.37
H 2.39 0.83 2.40
O 1.57 0.73 1.91
H -2.85 -2.99 -2.08
H -2.13 -1.97 -2.99
O -3.01 -2.26 -2.69
H 2.80 -2.05 2.26
H 1.68 -2.61 1.55
O 2.66 -2.64 1.51
*
```

Results
- orbital gap (eV) = 8.864
- HOMO energy (eV) = -5.8
- LUMO energy (eV) = 3.02

***

(11)
Molecular formula: C4H29NO10
Method: DFT, ωB97M-V with the def2-TZVPD basis set

Geometry as ORCA input:
```
! RIJCOSX wB97M-V def2-TZVPD def2/J DEFGRID3
* xyz 0 1
C 1.74 1.82 -2.83
C 1.86 1.29 -1.33
C 2.99 0.31 -1.24
C 2.83 -0.52 0.01
O 2.17 0.07 1.05
N 2.19 2.49 -0.60
H 2.72 1.92 -3.10
H 1.20 2.71 -2.91
H 1.15 1.11 -3.51
H 0.78 0.88 -1.20
H 3.23 -0.43 -2.05
H 3.99 0.79 -1.32
H 2.35 -1.54 -0.09
H 3.89 -0.95 0.36
H 2.43 1.02 1.17
H 1.36 2.90 -0.29
H 2.91 3.06 -0.99
H 0.58 -1.62 1.29
H 0.68 -3.28 1.01
O 0.35 -2.39 0.79
H -2.12 -2.34 -1.88
H -0.88 -1.58 -1.93
O -1.80 -1.54 -2.24
H -3.24 -2.35 2.46
H -3.90 -1.39 1.40
O -4.05 -2.23 1.89
H -0.21 -1.02 3.52
H 0.23 0.00 2.50
O 0.49 -0.77 2.97
H -3.98 0.74 -1.25
H -2.52 0.26 -1.80
O -3.09 0.55 -1.06
H -2.81 1.42 1.63
H -3.36 2.31 2.81
O -2.94 1.58 2.60
H 2.61 -1.21 3.15
H 2.54 -2.50 2.23
O 2.90 -2.07 3.04
H -3.91 -2.50 -0.10
H -4.00 -1.50 -1.16
O -3.66 -2.40 -0.96
H -1.21 3.70 -0.56
H -1.53 2.36 -1.06
O -0.96 2.84 -0.41
*
```

Results
- orbital gap (eV) = 8.828
- HOMO energy (eV) = -8.8
- SMILES string = C[C@H](N)CCO.O.O.O.O.O.O.O.O.O
- LUMO energy (eV) = 0.00

***

(12)
Molecular formula: C4H2Br2N2O
Method: DFT, ωB97M-V with the def2-TZVPD basis set

Geometry as ORCA input:
```
! RIJCOSX wB97M-V def2-TZVPD def2/J DEFGRID3
* xyz 0 1
C 0.13 0.73 -1.49
C -2.10 0.69 1.53
C 0.73 -0.51 -1.26
C 1.32 -0.80 -0.10
N -0.38 1.75 -1.67
N -0.98 0.87 1.72
O 1.44 -0.09 1.01
Br -3.80 0.46 1.10
Br 2.14 -2.51 0.14
H 0.73 -1.22 -2.07
H 0.78 0.63 1.09
*
```

Results
- orbital gap (eV) = 9.470
- HOMO energy (eV) = -9.4
- SMILES string = N#C/C=C(\O)Br.N#CBr
- LUMO energy (eV) = 0.05